1.
# C4H14N2O

A cluster of 2 separate species, C4H14N2O in total (ωB97M-V/def2-TZVPD, the Open Molecules 2025 dataset).

Bonds (Å) are listed after each position.
Element x y z (Å)
1 O 0.1879 2.3877 -2.0520  H12 0.961, H21 0.957
2 N -2.5321 0.3986 -0.0831  C7 1.435, H16 1.003, H17 1.007
3 N 0.7133 -0.4507 -0.0269  C4 1.503, C5 1.444, C6 1.467
4 C -0.4930 -0.7694 0.8109  N3 1.503, C7 1.544, H19 1.119, H20 1.098
5 C 1.3719 -1.6743 -0.4197  N3 1.444, H8 1.100, H11 1.108, H15 1.105
6 C 1.5943 0.5049 0.6532  N3 1.467, H9 1.106, H10 1.122, H13 1.100
7 C -1.4891 0.4062 0.9028  N2 1.435, C4 1.544, H14 1.087, H18 1.114
8 H 2.0061 -1.4839 -1.2978  C5 1.100
9 H 2.3870 -0.1147 1.1115  C6 1.106
10 H 2.1203 1.1778 -0.0750  C6 1.122
11 H 1.9307 -2.2113 0.3728  C5 1.108
12 H 0.3766 1.5941 -1.5433  O1 0.961
13 H 1.0789 1.0965 1.4236  C6 1.100
14 H -1.8908 0.3226 1.9099  C7 1.087
15 H 0.6516 -2.4769 -0.6584  C5 1.105
16 H -2.3897 0.9971 -0.8756  N2 1.003
17 H -2.9706 -0.4681 -0.3488  N2 1.007
18 H -0.9908 1.3923 0.7571  C7 1.114
19 H -0.1712 -1.1849 1.7987  C4 1.119
20 H -0.9446 -1.6058 0.2621  C4 1.098
21 H -0.5466 2.1621 -2.6221  O1 0.957

Summary:
Energy relative to the best compared isomer or geometry (same formula, charge and spin) (kcal/mol): 41.5
Strongest force on any atom (eV/Å): 1.8
Spin multiplicity: 1
SMILES: CN(C)CCN.O
HOMO-LUMO gap (eV): 9.7
E_tot (eV): -9401.8066
Total charge: 0
Highest occupied orbital energy (eV): -8.730

Population analysis type natural (NBO), resulting atomic charges in e:
1 O -0.95
2 N -0.85
3 N -0.47
4 C -0.23
5 C -0.42
6 C -0.43
7 C -0.23
8 H 0.20
9 H 0.18
10 H 0.20
11 H 0.17
12 H 0.48
13 H 0.21
14 H 0.18
15 H 0.20
16 H 0.37
17 H 0.36
18 H 0.21
19 H 0.16
20 H 0.19
21 H 0.47

2.
# C4H14N2O

A cluster of 2 separate species, C4H14N2O in total (ωB97M-V/def2-TZVPD, the Open Molecules 2025 dataset).

Bonds (Å) are listed after each position.
Element x y z (Å)
1 O 2.5355 0.8952 4.0025  H10 0.967, H20 0.985
2 N -0.4976 0.4599 -0.0894  C5 1.427, C6 1.399, H14 0.978
3 N -1.7621 -0.3357 1.8653  C6 1.548, H12 1.003, H13 1.022
4 C 0.0509 -0.3121 -2.3082  C5 1.439, C7 1.650, H15 1.101, H17 1.129
5 C -0.4323 0.7630 -1.4820  N2 1.427, C4 1.439, H8 1.108, H9 1.102
6 C -1.4553 -0.4588 0.3526  N2 1.399, N3 1.548, H16 1.069, H21 1.169
7 C 1.3667 -1.0745 -1.6684  C4 1.650, H11 1.076, H18 1.102, H19 1.128
8 H -1.4231 1.0104 -1.9107  C5 1.108
9 H 0.1808 1.6338 -1.7655  C5 1.102
10 H 2.7180 1.3017 4.8608  O1 0.967
11 H 2.1803 -0.3887 -1.8299  C7 1.076
12 H -2.6899 -0.0166 2.0716  N3 1.003
13 H -0.9454 0.1489 2.2427  N3 1.022
14 H -0.4849 1.3822 0.2355  N2 0.978
15 H 0.3799 0.1437 -3.2552  C4 1.101
16 H -2.4506 -0.3578 -0.0233  C6 1.069
17 H -0.6468 -1.1518 -2.5976  C4 1.129
18 H 1.2494 -1.2727 -0.5902  C7 1.102
19 H 1.4537 -2.1097 -2.1067  C7 1.128
20 H 1.6897 1.2811 3.6769  O1 0.985
21 H -1.0169 -1.5416 0.3194  C6 1.169

Summary:
Energy relative to the best compared isomer or geometry (same formula, charge and spin) (kcal/mol): 62.5
Strongest force on any atom (eV/Å): 5.2
Spin multiplicity: 1
SMILES: CCCNCN.O
HOMO-LUMO gap (eV): 9.6
E_tot (eV): -9400.8983
Total charge: 0
Highest occupied orbital energy (eV): -8.840

Population analysis type natural (NBO), resulting atomic charges in e:
1 O -0.94
2 N -0.66
3 N -0.87
4 C -0.40
5 C -0.23
6 C -0.04
7 C -0.62
8 H 0.16
9 H 0.20
10 H 0.47
11 H 0.20
12 H 0.37
13 H 0.36
14 H 0.37
15 H 0.20
16 H 0.16
17 H 0.20
18 H 0.22
19 H 0.21
20 H 0.47
21 H 0.18

3.
# C4H14N2O

A cluster of 2 separate species, C4H14N2O in total (ωB97M-V/def2-TZVPD, the Open Molecules 2025 dataset).

Bonds (Å) are listed after each position.
Element x y z (Å)
1 O 2.7715 3.5656 1.1491  H14 0.974, H18 0.946
2 N -1.7177 0.1659 1.1466  C5 1.444, C6 1.427, H15 0.998
3 N 0.4480 -0.9372 -0.8588  C4 1.462, C7 1.465, H17 1.009
4 C -0.7182 -0.1312 -1.2183  N3 1.462, C5 1.545, H8 1.098, H9 1.100
5 C -1.1661 0.7671 -0.0444  N2 1.444, C4 1.545, H12 1.098, H20 1.090
6 C -0.9670 -0.7810 1.9064  N2 1.427, H11 1.096, H13 1.097, H19 1.097
7 C 0.7162 -2.1793 -1.5873  N3 1.465, H10 1.089, H16 1.098, H21 1.083
8 H -1.5014 -0.8636 -1.4541  C4 1.098
9 H -0.5983 0.4971 -2.1134  C4 1.100
10 H 1.7262 -2.4550 -1.2875  C7 1.089
11 H -0.0189 -0.3855 2.2893  C6 1.096
12 H -0.2495 1.2739 0.2861  C5 1.098
13 H -1.5077 -1.0367 2.8254  C6 1.097
14 H 3.6408 3.7513 0.7521  O1 0.974
15 H -2.6629 -0.1424 1.0598  N2 0.998
16 H 0.6891 -1.9751 -2.6659  C7 1.098
17 H 1.2312 -0.3052 -0.9349  N3 1.009
18 H 2.3103 4.3914 1.1171  O1 0.946
19 H -0.6329 -1.7325 1.4756  C6 1.097
20 H -1.8266 1.4888 -0.5257  C5 1.090
21 H 0.0340 -2.9764 -1.3171  C7 1.083

Summary:
Energy relative to the best compared isomer or geometry (same formula, charge and spin) (kcal/mol): 44.3
Strongest force on any atom (eV/Å): 1.9
Spin multiplicity: 1
SMILES: CNCCNC.O
HOMO-LUMO gap (eV): 8.8
E_tot (eV): -9401.6850
Total charge: 0
Highest occupied orbital energy (eV): -7.921

Population analysis type natural (NBO), resulting atomic charges in e:
1 O -0.93
2 N -0.63
3 N -0.63
4 C -0.24
5 C -0.21
6 C -0.41
7 C -0.41
8 H 0.18
9 H 0.16
10 H 0.20
11 H 0.19
12 H 0.18
13 H 0.19
14 H 0.47
15 H 0.36
16 H 0.16
17 H 0.35
18 H 0.47
19 H 0.17
20 H 0.19
21 H 0.19